A molecular structure, C51H44Br2N2NbO6S at a distorted geometry, computed with wB97M-V/def2-TZVPD.

Charge ... -1
M ... 1065.70 g/mol
Multiplicity ... 1
DFT total energy ... -8133.779714 hartree

Each line ends with the Löwdin charge.
Geometry (Å):
C (-4.826, 3.114, -5.254)  -0.0976
C (-4.024, 2.539, -4.404)  -0.3055
Nb (-2.509, 1.587, -2.933)  1.5783
N (-3.602, 2.414, -1.262)  -0.2328
C (-1.334, 3.565, -3.103)  -0.4609
N (-1.197, 4.199, -1.731)  -0.1394
C (-1.367, 0.863, -4.751)  -0.7669
S (0.076, -0.259, -4.430)  0.6564
C (-0.095, -1.230, -2.865)  -0.6039
C (0.993, -0.627, -1.805)  -0.2224
C (-3.735, -0.317, -2.704)  -0.8586
Br (-3.497, -1.676, -4.136)  0.4859
C (-5.343, -0.085, -2.521)  -0.7550
C (-5.828, 0.006, -0.991)  -0.1901
Br (-6.229, -1.748, -3.279)  0.4584
H (-5.353, 3.713, -6.064)  0.0046
H (-1.217, 1.049, -1.751)  -0.0597
H (-4.547, 2.702, -1.585)  -0.0259
H (-3.702, 1.717, -0.506)  -0.0322
H (-1.915, 4.322, -3.762)  0.0402
H (-0.273, 3.370, -3.484)  0.0310
H (-1.038, 3.457, -1.016)  0.0190
H (-2.091, 4.629, -1.444)  0.0314
H (-2.022, 0.397, -5.588)  -0.0185
H (-0.921, 1.815, -5.247)  0.0056
H (0.258, -2.317, -3.064)  0.0603
H (-1.147, -1.313, -2.437)  0.0066
H (1.993, -1.143, -2.079)  0.0657
H (0.712, -0.806, -0.714)  0.0583
H (1.127, 0.480, -2.056)  0.0363
H (-3.388, -0.821, -1.715)  0.0276
H (-5.766, 0.777, -3.135)  0.0605
H (-5.958, 1.133, -0.756)  0.0669
H (-6.883, -0.449, -0.885)  0.0577
H (-5.046, -0.503, -0.334)  0.0710
C (5.890, 8.076, 2.352)  -0.0670
C (5.070, 9.113, 2.791)  -0.0679
C (3.855, 9.356, 2.160)  -0.0030
C (3.461, 8.567, 1.078)  -0.0838
C (4.292, 7.545, 0.623)  -0.0819
C (5.504, 7.293, 1.269)  -0.0007
C (3.909, 6.732, -0.555)  -0.2803
O (4.635, 5.836, -0.950)  0.0999
C (2.637, 7.032, -1.248)  -0.0864
C (2.288, 6.314, -2.394)  0.0114
C (1.088, 6.580, -3.044)  -0.0522
C (0.227, 7.557, -2.549)  -0.0528
C (0.572, 8.278, -1.412)  0.0013
C (1.783, 8.024, -0.764)  -0.0906
C (2.157, 8.821, 0.424)  -0.2820
O (1.406, 9.681, 0.857)  0.0914
H (6.834, 7.882, 2.850)  0.1034
H (5.378, 9.733, 3.628)  0.1029
H (3.218, 10.162, 2.510)  0.1184
H (6.149, 6.489, 0.928)  0.1195
H (2.953, 5.549, -2.784)  0.1223
H (0.821, 6.024, -3.937)  0.1070
H (-0.712, 7.758, -3.053)  0.1090
H (-0.101, 9.041, -1.033)  0.1179
C (-2.655, -3.796, 1.410)  -0.0471
C (-2.902, -4.726, 2.418)  -0.0691
C (-2.625, -4.407, 3.744)  -0.0078
C (-2.088, -3.159, 4.064)  -0.0880
C (-1.818, -2.238, 3.051)  -0.0794
C (-2.113, -2.555, 1.724)  0.0167
C (-1.203, -0.931, 3.370)  -0.2796
O (-0.971, -0.128, 2.485)  0.1138
C (-0.866, -0.620, 4.778)  -0.0811
C (-0.233, 0.585, 5.087)  0.0065
C (0.075, 0.891, 6.408)  -0.0597
C (-0.256, -0.001, 7.427)  -0.0646
C (-0.882, -1.205, 7.122)  -0.0027
C (-1.179, -1.521, 5.795)  -0.0856
C (-1.813, -2.821, 5.478)  -0.2816
O (-2.099, -3.605, 6.369)  0.0914
H (-2.880, -4.042, 0.377)  0.1166
H (-3.313, -5.700, 2.170)  0.1091
H (-2.824, -5.134, 4.525)  0.1174
H (-1.918, -1.837, 0.934)  0.1213
H (0.025, 1.286, 4.298)  0.1240
H (0.572, 1.826, 6.645)  0.1064
H (-0.022, 0.242, 8.458)  0.1042
H (-1.133, -1.897, 7.920)  0.1183
C (3.165, -6.123, -3.814)  -0.0518
C (4.030, -7.205, -3.659)  -0.0603
C (3.967, -7.989, -2.512)  -0.0025
C (3.046, -7.686, -1.509)  -0.0872
C (2.196, -6.589, -1.653)  -0.0807
C (2.250, -5.814, -2.813)  0.0122
C (1.248, -6.227, -0.575)  -0.2771
O (0.504, -5.272, -0.701)  0.1096
C (1.225, -7.040, 0.662)  -0.0793
C (0.378, -6.676, 1.709)  0.0091
C (0.338, -7.440, 2.870)  -0.0539
C (1.139, -8.575, 2.987)  -0.0608
C (1.989, -8.938, 1.947)  -0.0011
C (2.041, -8.164, 0.786)  -0.0855
C (2.974, -8.538, -0.300)  -0.2807
O (3.679, -9.529, -0.198)  0.0938
H (3.208, -5.517, -4.713)  0.1104
H (4.753, -7.438, -4.435)  0.1054
H (4.641, -8.833, -2.400)  0.1185
H (1.582, -4.967, -2.937)  0.1193
H (-0.251, -5.795, 1.623)  0.1068
H (-0.318, -7.152, 3.686)  0.1044
H (1.102, -9.175, 3.891)  0.1053
H (2.613, -9.820, 2.046)  0.1188

---

3 unconnected molecules or ions with the total composition C4H13NO2 at a distorted geometry, computed with wB97M-V/def2-TZVPD.

SMILES ... C=CCNC.O.O
M ... 107.15 g/mol
Relative energy (zero: lowest compared OMol25 entry of this formula, charge and spin) ... 75.0 kcal per mole
Multiplicity ... 1
DFT total energy ... -365.322945 hartree

Each line ends with the Löwdin charge.
Geometry (Å):
C (3.380, -2.001, 0.697)  0.0021
C (2.141, -1.858, 0.206)  -0.1167
C (1.407, -0.643, 0.820)  -0.3074
N (0.013, -0.511, 0.490)  -0.1192
C (-0.124, 0.439, -0.725)  -0.0960
H (4.137, -2.611, 0.473)  0.0062
H (3.654, -1.279, 1.416)  0.0486
H (1.622, -2.427, -0.583)  0.1048
H (1.949, 0.273, 0.557)  0.1008
H (1.588, -0.620, 1.899)  0.1077
H (-0.370, -1.401, 0.430)  0.0626
H (0.994, 0.591, -1.096)  0.1097
H (-0.482, 1.380, -0.431)  0.0111
H (-1.045, -0.005, -1.356)  0.1134
O (-3.219, 0.112, 0.496)  -0.0898
H (-2.330, 0.604, 0.751)  0.0810
H (-3.397, 0.389, -0.367)  -0.0342
O (-3.362, 3.134, -0.912)  -0.0735
H (-2.447, 3.102, -1.282)  0.0533
H (-4.108, 3.333, -1.483)  0.0354

---

2 unconnected molecules or ions with the total composition CH6NS, computed with wB97M-V/def2-TZVPD.

M ... 64.13 g/mol
Relative energy (zero: lowest compared OMol25 entry of this formula, charge and spin) ... 10.9 kcal per mole
Multiplicity ... 2
DFT total energy ... -494.566652 hartree

Each line ends with the Löwdin charge.
Geometry (Å):
S (2.303, 0.185, -0.565)  0.3205
H (3.181, -0.749, -0.161)  -0.3065
C (-2.683, 0.031, 1.147)  -0.2048
N (-2.014, -0.335, -0.104)  -0.0730
H (-2.620, -0.794, 1.846)  0.0617
H (-3.750, 0.171, 0.963)  0.0640
H (-2.275, 0.912, 1.644)  0.0592
H (-1.918, 0.479, -0.696)  0.0487
H (-1.088, -0.691, 0.092)  0.0303

---

C4H6ClN2P in the gas phase at a distorted geometry, computed with wB97M-V/def2-TZVPD.

SMILES ... C/N=C/C=C\N=P\Cl
M ... 148.53 g/mol
Relative energy (zero: lowest compared OMol25 entry of this formula, charge and spin) ... 24.1 kcal per mole
Multiplicity ... 1
DFT total energy ... -1067.007659 hartree

Each line ends with the Löwdin charge.
Geometry (Å):
C (1.205, -1.935, -0.321)  -0.1668
N (0.367, -0.809, -0.136)  -0.0974
C (0.942, 0.315, 0.073)  -0.2166
C (0.328, 1.544, 0.162)  -0.1417
C (-0.937, 1.955, 0.116)  -0.2394
N (-1.951, 1.074, 0.008)  -0.3295
P (-2.353, -0.324, -0.602)  0.4762
Cl (-3.863, -0.774, 0.560)  0.1739
H (0.892, -2.536, -1.243)  0.0958
H (2.225, -1.553, -0.432)  0.0579
H (1.228, -2.660, 0.542)  0.0893
H (2.080, 0.417, 0.253)  0.1399
H (0.823, 2.353, 0.640)  0.0848
H (-0.986, 2.933, 0.381)  0.0736

---

A molecular structure, C33H49AuCl3N2O3PSi at a distorted geometry, computed with wB97M-V/def2-TZVPD.

M ... 884.15 g/mol
Relative energy (zero: lowest compared OMol25 entry of this formula, charge and spin) ... 7.1 kcal per mole
Multiplicity ... 3
DFT total energy ... -3769.229444 hartree

Each line ends with the Löwdin charge.
Geometry (Å):
C (-1.734, 5.025, 2.182)  -0.0400
C (-2.205, 5.573, 0.867)  -0.2302
H (-1.045, 5.735, 2.654)  0.0696
H (-1.230, 4.063, 2.016)  0.0794
H (-2.571, 4.860, 2.881)  0.0936
C (-2.225, 6.892, 0.586)  -0.0975
C (-1.804, 7.959, 1.552)  -0.1046
H (-2.606, 7.248, -0.374)  0.1002
H (-0.819, 7.752, 2.001)  0.0719
H (-2.531, 8.101, 2.372)  0.0855
H (-1.718, 8.912, 1.011)  0.0694
Au (0.104, -2.355, 1.699)  0.1352
Cl (-1.844, -3.333, 0.772)  -0.0039
Cl (-1.280, -0.513, 2.344)  0.1779
C (-0.503, -2.672, -2.258)  -0.3540
O (0.635, -2.866, -2.690)  -0.0298
N (-1.422, -1.850, -2.802)  -0.1848
C (-1.250, -1.320, -4.143)  -0.0369
C (-2.725, -1.681, -2.186)  -0.0639
H (-0.877, -3.187, -1.343)  0.0309
H (-0.267, -1.608, -4.528)  0.0876
H (-1.321, -0.223, -4.127)  0.0641
H (-2.026, -1.697, -4.825)  0.0945
H (-2.707, -2.104, -1.170)  0.0018
H (-3.494, -2.209, -2.777)  0.0962
H (-2.981, -0.613, -2.116)  0.0614
H (3.398, 1.238, 3.854)  0.0758
H (2.132, 1.041, 1.368)  0.0330
C (4.339, 1.287, 3.286)  -0.0803
C (3.135, 1.433, 1.138)  -0.0737
N (4.165, 0.792, 1.935)  -0.2229
H (5.115, 0.698, 3.786)  0.0861
C (4.562, -0.466, 1.615)  -0.3952
O (4.357, -1.017, 0.530)  -0.0360
H (3.366, 1.282, 0.084)  0.0932
H (5.084, -0.996, 2.439)  0.1308
H (4.672, 2.331, 3.221)  0.0887
H (3.153, 2.502, 1.370)  0.0907
O (-1.535, 3.626, -0.349)  -0.1824
C (-2.640, 4.512, -0.141)  -0.2796
C (-2.495, 5.774, -2.369)  -0.0559
C (-3.254, 5.084, -1.416)  -0.2125
H (-1.406, 5.817, -2.255)  0.1217
C (-3.132, 6.422, -3.439)  -0.0734
H (-3.410, 3.933, 0.394)  0.1466
C (-4.642, 4.972, -1.586)  -0.0374
H (-2.523, 6.976, -4.158)  0.1042
C (-4.528, 6.402, -3.539)  -0.0901
C (-5.276, 5.659, -2.620)  -0.0818
H (-5.208, 4.364, -0.874)  0.1177
H (-5.020, 6.985, -4.322)  0.1018
H (-6.366, 5.646, -2.669)  0.1025
Si (-1.077, 2.478, -1.490)  0.4208
Cl (1.857, -1.217, 2.866)  0.0372
C (0.276, 3.244, -2.547)  -0.1577
C (-2.543, 2.038, -2.560)  -0.1402
C (-0.359, 1.048, -0.541)  -0.1716
H (-0.110, 4.028, -3.211)  0.0205
H (0.733, 2.464, -3.173)  0.0331
H (1.050, 3.685, -1.904)  0.0360
H (0.396, 1.376, 0.189)  0.0134
H (0.118, 0.280, -1.172)  0.0428
H (-1.131, 0.539, 0.057)  -0.0438
H (-3.071, 2.919, -2.952)  0.0312
H (-3.285, 1.456, -1.995)  0.0312
H (-2.208, 1.450, -3.427)  0.0155
C (2.763, -3.746, -0.137)  -0.2391
P (1.573, -4.123, 1.193)  0.8607
C (0.819, -5.666, 0.536)  -0.3513
C (-0.183, -6.306, 1.284)  -0.1320
C (-0.724, -7.512, 0.828)  -0.0772
C (-0.277, -8.091, -0.369)  -0.0799
C (0.684, -7.431, -1.138)  -0.0737
C (1.172, -6.190, -0.720)  -0.0796
C (2.697, -4.684, 2.531)  -0.3521
C (4.089, -4.511, 2.417)  -0.0878
C (4.953, -5.227, 3.244)  -0.0764
C (4.439, -6.050, 4.251)  -0.0833
C (3.057, -6.093, 4.478)  -0.0750
C (2.184, -5.365, 3.651)  -0.0859
H (2.191, -3.327, -0.979)  0.0357
H (3.305, -4.638, -0.498)  0.0685
H (3.492, -3.003, 0.217)  0.0112
H (-0.557, -5.834, 2.192)  0.0847
H (-1.504, -7.998, 1.417)  0.1052
H (-0.699, -9.038, -0.713)  0.1047
H (1.035, -7.849, -2.086)  0.1085
H (1.814, -5.625, -1.392)  0.0914
H (4.518, -3.817, 1.695)  0.0928
H (6.029, -5.139, 3.076)  0.1079
H (5.113, -6.664, 4.850)  0.1037
H (2.655, -6.707, 5.286)  0.1045
H (1.116, -5.339, 3.866)  0.0999